# 1
Molecular formula: C12H18N4O2S
Method: DFT, wB97M-V/def2-TZVPD

The geometry in XYZ format:
```
37
Properties=species:S:1:pos:R:3:forces:R:3
C 5.618 0.023 -1.998 -0.1 0.0 -0.2
H 5.503 0.407 -0.989 0.0 0.0 0.1
H 6.592 0.316 -2.382 0.1 0.0 0.0
H 5.566 -1.061 -1.957 0.0 -0.1 0.1
C 4.517 0.578 -2.896 0.3 0.2 0.0
C 3.180 0.173 -2.385 -0.5 0.1 -0.7
N 2.936 -0.299 -1.224 1.5 0.2 0.0
N 1.660 -0.565 -0.976 -1.5 -0.5 0.5
C 0.873 -0.291 -1.958 1.0 0.4 -0.7
N -0.474 -0.463 -2.002 -0.6 0.1 -0.6
C -1.358 -0.796 -0.988 0.3 0.0 0.1
O -2.524 -0.936 -1.268 -0.3 0.0 0.0
C -0.774 -0.966 0.386 -0.4 0.2 0.5
C -1.892 -0.900 1.420 0.2 0.1 -0.4
C -2.469 0.506 1.444 -0.1 -0.3 0.2
O -1.933 1.456 0.912 0.3 0.2 -0.2
N -3.631 0.648 2.124 -0.4 0.5 0.3
C -4.383 -0.385 2.751 0.0 -0.3 0.0
C -5.172 -0.045 3.976 -0.1 0.1 0.0
C -3.947 -0.899 4.097 0.0 -0.1 0.0
H -4.064 -1.951 4.308 -0.1 -0.1 0.0
H -3.071 -0.454 4.540 0.1 0.1 0.0
H -6.141 -0.502 4.104 0.0 -0.1 -0.1
H -5.115 0.969 4.342 0.1 0.1 0.0
H -4.817 -1.101 2.058 -0.1 0.0 0.2
H -4.022 1.581 2.121 0.1 -0.1 -0.1
H -2.681 -1.607 1.162 0.0 0.0 0.1
H -1.514 -1.145 2.413 0.0 0.0 0.0
H -0.048 -0.172 0.563 0.0 -0.2 0.0
H -0.242 -1.917 0.427 0.1 0.0 0.0
H -0.921 -0.285 -2.894 0.0 -0.1 0.3
S 1.722 0.353 -3.370 0.0 -0.3 0.9
C 4.585 2.108 -2.974 0.0 -0.2 -0.1
H 5.551 2.416 -3.365 0.1 0.1 0.0
H 3.805 2.495 -3.627 0.0 0.1 0.0
H 4.456 2.537 -1.983 0.0 0.1 0.1
H 4.630 0.174 -3.909 0.0 0.0 0.1
```
Forces are in eV/Å.

Calculated values
Molecular weight (g/mol): 282.369
Multiplicity: 1
Structure (SMILES): CC(C)c1nnc(NC(=O)CCC(=O)NC2CC2)s1
ΔE to the lowest compared entry with this formula, charge and spin (eV): 1.892
Largest force on an atom (eV/Å): 1.6


# 2
Molecular formula: C5H11N
Method: DFT, wB97M-V/def2-TZVPD

The geometry in XYZ format:
```
17
Properties=species:S:1:pos:R:3:forces:R:3
C 2.098 -0.912 2.104 -0.7 -0.9 0.4
C 0.846 -1.067 1.269 -0.3 0.4 -0.2
C 0.640 -0.294 0.198 0.7 -0.3 0.3
N -0.246 -0.431 -0.854 -0.1 0.3 0.0
C -0.696 0.743 -1.572 -0.2 0.2 -0.6
C -2.133 1.169 -1.289 -1.1 0.2 0.3
H 1.967 -1.386 3.084 0.0 0.0 -0.2
H 2.911 -1.436 1.605 0.3 0.2 0.1
H 2.350 0.114 2.323 0.2 0.4 -0.3
H 0.141 -1.858 1.508 0.1 -0.1 0.0
H 1.395 0.474 0.040 -0.2 0.2 -0.2
H -0.939 -1.161 -0.805 0.1 -0.1 0.2
H -0.613 0.584 -2.651 0.0 -0.3 0.0
H -0.022 1.574 -1.400 0.2 0.0 0.4
H -2.294 2.208 -1.024 0.5 0.5 -0.3
H -2.584 0.699 -0.419 0.2 -0.6 0.1
H -2.820 0.980 -2.118 0.2 -0.1 0.0
```
Forces are in eV/Å.

Calculated values
Molecular weight (g/mol): 85.150
Multiplicity: 1
Structure (SMILES): C/C=C/NCC
ΔE to the lowest compared entry with this formula, charge and spin (eV): 1.062
Largest force on an atom (eV/Å): 1.2


# 3
Molecular formula: C2H12N2O2
Method: DFT, wB97M-V/def2-TZVPD

The geometry in XYZ format:
```
18
Properties=species:S:1:pos:R:3:forces:R:3
C 0.054 -1.065 -0.616 -0.1 0.2 0.0
C -1.005 -1.926 0.067 0.3 0.1 0.6
N -1.977 -1.093 0.760 -0.3 0.3 -0.4
N 1.099 -0.656 0.332 -0.5 -0.5 0.0
H 0.435 -1.601 -1.492 0.2 0.0 0.1
H -0.409 -0.156 -1.008 -0.2 -0.1 -0.1
H -1.516 -2.597 -0.617 -0.1 0.1 -0.3
H -0.450 -2.550 0.774 0.1 -0.3 0.0
H -1.515 -0.452 1.385 0.2 0.0 0.2
H -2.655 -1.618 1.292 0.1 -0.1 0.0
H 1.280 0.335 0.328 0.4 0.0 -0.3
H 1.946 -1.191 0.202 0.0 0.3 0.1
H -0.836 2.033 -0.388 -0.1 -0.2 -0.3
H -0.321 2.481 -1.800 -0.1 -0.3 0.1
O -0.556 2.784 -0.919 0.2 0.5 0.3
H 1.500 2.794 0.322 0.1 -0.1 -0.5
H 2.621 2.219 1.145 0.2 -0.1 -0.2
O 2.306 2.259 0.232 -0.4 0.2 0.6
```
Forces are in eV/Å.

Calculated values
Molecular weight (g/mol): 96.130
Multiplicity: 1
Structure (SMILES): NCCN.O.O
ΔE to the lowest compared entry with this formula, charge and spin (eV): 0.566
Largest force on an atom (eV/Å): 0.7


# 4
Molecular formula: C4H6ClN2O2P
Method: DFT, wB97M-V/def2-TZVPD

The geometry in XYZ format:
```
16
Properties=species:S:1:pos:R:3:forces:R:3
C 0.319 0.622 0.306 1.2 -1.4 -0.8
C 0.017 -0.902 0.210 -0.5 0.8 0.4
C -0.356 2.807 -0.160 0.2 0.3 0.0
C -1.465 -2.597 -0.133 0.1 1.5 0.4
N 1.495 1.052 0.539 -0.8 0.2 -0.4
N 0.907 -1.773 0.465 -1.3 0.2 -0.5
O -0.645 1.380 -0.131 -0.7 0.5 0.9
O -1.267 -1.170 -0.128 1.0 0.4 0.2
P 2.677 -0.073 0.867 1.2 0.1 2.5
Cl 3.714 -0.082 -0.797 1.0 0.2 -1.6
H 0.069 2.949 -1.182 0.0 0.4 1.0
H 0.370 3.153 0.693 -1.6 -0.8 -1.8
H -1.379 3.247 -0.118 1.0 0.0 0.1
H -0.633 -2.968 0.416 0.1 -1.2 0.7
H -1.394 -2.903 -1.128 -0.1 -0.8 -1.6
H -2.429 -2.742 0.281 -0.8 -0.5 0.4
```
Forces are in eV/Å.

Calculated values
Molecular weight (g/mol): 180.531
E_tot (hartree): -1217.41481
Multiplicity: 3
Largest force on an atom (eV/Å): 2.7


# 5
Molecular formula: C2H9NO2
Method: DFT, wB97M-V/def2-TZVPD

The geometry in XYZ format:
```
14
Properties=species:S:1:pos:R:3:forces:R:3
C 0.022 2.155 0.069 -0.4 -0.9 1.0
N -0.731 0.936 0.357 -0.1 0.0 -1.1
C -0.368 -0.243 -0.350 -1.9 -1.7 1.0
O -1.284 -1.307 0.021 0.1 0.3 0.3
H 0.150 2.698 1.000 -0.2 0.4 -0.1
H -0.552 2.717 -0.653 0.3 0.6 -0.3
H 1.038 1.928 -0.264 -0.1 0.0 -0.3
H -1.110 0.719 1.255 0.4 0.3 0.6
H -0.529 -0.193 -1.424 1.0 0.7 -0.3
H 0.535 -0.709 0.019 0.9 0.4 -0.7
H -2.169 -0.957 -0.118 -0.2 0.0 -0.1
H 1.718 -1.950 0.534 -0.4 -0.1 -0.1
H 1.287 -3.065 -0.502 -0.3 0.4 0.3
O 1.993 -2.730 0.056 0.8 -0.5 -0.1
```
Forces are in eV/Å.

Calculated values
Molecular weight (g/mol): 79.099
Multiplicity: 1
Structure (SMILES): CNCO.O
ΔE to the lowest compared entry with this formula, charge and spin (eV): 0.801
Largest force on an atom (eV/Å): 2.7


# 6
Molecular formula: C15H31ClO4P2Pd
Method: DFT, wB97M-V/def2-TZVPD

The geometry in XYZ format:
```
54
Properties=species:S:1:pos:R:3:forces:R:3
P -2.896 -0.604 0.101 1.4 1.4 -0.1
P 0.585 -1.271 2.801 1.9 -1.0 -2.7
C -1.035 -0.962 0.254 -0.4 -0.4 -0.7
C -0.408 -1.904 1.291 -0.4 0.9 0.5
H -0.534 0.015 0.257 -0.2 -0.1 0.1
H -0.863 -1.400 -0.754 0.3 0.2 0.5
H -1.133 -2.541 1.805 -0.1 -0.1 -0.2
H 0.312 -2.543 0.778 0.1 -0.1 0.3
C 2.065 -0.203 2.393 -0.7 1.2 0.4
H 2.655 -0.122 3.321 -0.3 -0.1 -0.2
H 1.813 0.818 2.099 -0.1 0.0 0.1
H 2.726 -0.630 1.633 -0.4 -0.3 0.1
C 1.644 -2.796 2.919 -0.7 -0.2 1.2
H 2.631 -2.599 2.474 -0.5 0.0 0.2
H 1.149 -3.630 2.411 0.1 0.1 0.3
H 1.764 -3.036 3.982 0.2 -0.3 -0.2
C -2.631 1.150 -0.494 -0.5 -0.2 0.6
H -3.557 1.714 -0.367 0.1 0.1 -0.1
H -2.348 1.171 -1.548 -0.1 -0.1 0.0
H -1.843 1.611 0.102 -0.2 0.1 0.1
C -3.443 -1.275 -1.517 -0.1 -0.7 -0.1
H -3.082 -2.301 -1.618 -0.2 0.0 -0.1
H -3.096 -0.666 -2.356 0.0 -0.1 0.1
H -4.540 -1.279 -1.517 0.2 -0.1 0.0
Pd 1.106 1.562 -1.294 -2.9 1.2 1.9
C 2.467 0.075 -1.530 1.8 0.5 0.1
C 3.154 1.286 -1.303 0.6 0.2 0.2
C 3.541 2.264 -2.422 0.7 -0.2 0.2
C 2.541 2.466 -3.595 0.1 0.8 0.1
C 1.083 2.276 -3.253 -0.3 -0.9 -1.8
C 0.424 1.035 -3.290 0.0 0.9 -0.7
C 1.040 -0.275 -3.669 0.6 -0.3 1.1
C 2.414 -0.496 -2.906 -0.9 -0.6 -1.4
C -2.906 0.484 2.332 -1.9 0.4 -1.9
H 2.246 -0.559 -0.675 0.2 -0.2 -0.1
H 3.526 1.567 -0.282 -0.4 -0.4 -0.9
H 4.503 1.937 -2.852 -0.2 0.2 0.2
H 3.722 3.258 -1.971 0.0 -0.6 0.0
H 2.593 3.540 -3.836 0.4 -0.6 -0.3
H 2.834 1.880 -4.472 -0.2 0.1 0.1
H 0.466 3.148 -3.476 -0.1 0.0 0.8
H -0.665 1.077 -3.275 0.1 0.0 -0.1
H 1.164 -0.358 -4.751 0.2 0.2 0.0
H 0.346 -1.080 -3.424 0.0 0.0 0.2
H 2.534 -1.579 -2.815 0.3 0.2 -0.2
H 3.206 -0.068 -3.541 -0.1 -0.4 0.5
H -3.239 -0.601 2.310 0.0 0.0 0.2
H -3.724 1.207 2.078 0.4 -0.6 0.7
H -3.495 0.723 4.781 -0.3 -0.1 0.4
O -3.834 -0.321 7.806 0.5 -0.1 -0.8
Cl -3.278 -0.633 6.518 -1.5 0.2 0.2
O -3.751 -1.891 5.990 0.5 0.4 0.0
O -4.123 0.522 5.510 0.9 -0.4 0.2
O -1.833 0.835 2.855 2.0 -0.1 1.1
```
Forces are in eV/Å.

Calculated values
Molecular weight (g/mol): 479.230
Net charge: +2
Multiplicity: 5
ΔE to the lowest compared entry with this formula, charge and spin (eV): 0.000
Largest force on an atom (eV/Å): 3.6